No. 1
Density functional theory data (ωB97M-V/def2-TZVPD) for 4 unconnected molecules or ions with the total composition C20H24OS.

Computed properties:
2S+1 = 1
LUMO energy = 0.6 eV
max |F| = 9.7 eV Å⁻¹

Each line ends with the Löwdin charge.
Element x y z (Å)
H: -3.106 0.979 -1.254  0.06
C: 0.738 -1.973 2.952  -0.12
H: -2.466 3.512 -1.353  0.03
O: -2.747 -1.531 -2.051  -0.57
C: 2.283 -0.435 -2.660  -0.12
H: -3.668 0.196 1.225  0.09
H: -2.721 3.982 2.926  0.13
C: -0.539 -2.872 -1.471  -0.30
C: -3.140 1.880 2.072  -0.18
C: 3.018 2.139 -1.847  -0.16
C: -2.613 3.106 -0.473  -0.09
H: -0.189 -3.972 -1.174  0.12
H: -1.884 -1.872 0.744  0.02
H: -0.692 -0.144 2.680  0.11
H: -0.121 -2.876 -2.425  0.02
H: -2.385 4.986 0.363  0.10
H: -0.179 -1.971 -1.105  0.02
C: 3.620 -0.101 -2.828  -0.07
C: -3.241 1.149 0.902  -0.13
H: -3.206 1.334 3.059  0.12
H: 3.142 3.217 -1.557  0.12
C: 1.211 0.455 -2.113  -0.03
H: 2.824 0.437 0.816  0.06
C: -2.491 3.902 0.647  -0.07
H: 4.909 1.878 -2.624  0.10
C: 2.350 -0.400 1.168  -0.10
C: 1.998 -2.309 2.589  -0.06
C: 3.976 1.317 -2.411  -0.07
C: 2.928 -1.563 1.621  0.01
H: -1.646 -3.510 0.740  0.06
H: 2.058 -1.475 -3.017  0.09
H: 2.318 -3.203 2.686  0.02
S: -2.281 -2.902 -1.429  0.86
H: 1.043 2.534 -1.297  0.07
H: 3.869 -1.612 1.405  0.03
H: 4.335 -0.905 -3.045  0.09
H: 0.621 0.893 1.082  0.08
C: 0.218 -0.788 2.424  -0.09
H: -3.304 -2.887 0.642  0.09
C: -2.778 3.201 2.022  -0.07
H: 0.299 -2.782 3.610  0.13
C: -2.932 1.612 -0.417  0.00
C: -2.235 -2.730 0.263  -0.34
C: 1.051 0.056 1.587  -0.05
H: 0.087 0.282 -2.038  0.11
C: 1.682 1.778 -1.640  -0.10



No. 2
Density functional theory data (ωB97M-V/def2-TZVPD) for 5 unconnected molecules or ions with the total composition C44H39BF40N2O11S.

Computed properties:
SMILES = CC(=O)OCc1c(CB(O)O)c(CON=O)cc2c1Nc1cc(CCOCC(F)(F)C(F)(F)C(F)(F)C(F)F)ccc1S2.FC(F)C(F)(F)COC(F)(F)C(F)F.FC(F)C(F)(F)COC(F)(F)C(F)F.FC(F)C(F)(F)COC(F)(F)C(F)F.FC(F)C(F)(F)COC(F)(F)C(F)F
2S+1 = 1
LUMO energy = 0.0 eV
max |F| = 2.7 eV Å⁻¹

Each line ends with the Löwdin charge.
Element x y z (Å)
C: 5.131 -0.999 -4.317  -0.28
F: -6.798 -3.023 -1.428  0.11
F: -8.024 -0.952 -3.993  0.10
F: -15.382 2.971 -2.418  0.10
O: -1.123 -0.406 -3.365  0.09
N: -1.149 0.751 -3.225  0.00
F: -13.151 1.963 -0.936  0.15
C: -1.320 -1.433 2.995  -0.03
F: 6.554 -2.644 -3.490  0.15
H: -11.552 1.445 -2.644  0.13
H: 2.595 4.944 4.705  0.12
H: 3.221 -1.689 3.353  0.10
C: 3.633 -1.050 1.396  -0.46
F: 6.705 -6.750 6.245  0.11
F: -12.224 5.103 -4.249  0.10
C: 0.316 2.180 -2.135  -0.14
H: -12.026 0.701 -4.131  0.15
O: 4.778 -0.719 0.755  0.02
C: 7.069 -4.977 4.683  -0.38
H: -8.312 2.429 -1.086  0.18
F: 7.642 -4.835 3.472  0.15
F: -13.691 2.866 -4.695  0.13
C: 7.015 -0.648 -8.215  -0.31
C: 7.452 -3.799 5.598  -0.36
F: -11.581 2.674 -5.195  0.11
H: 6.748 2.346 6.302  0.13
C: 3.602 -0.789 2.874  0.04
H: 6.564 -1.714 7.099  0.14
H: 2.941 0.037 3.109  0.07
H: 3.470 -2.328 -0.960  0.08
H: 1.702 0.410 -3.112  0.10
H: 4.620 -0.605 3.196  0.07
F: -14.148 0.045 -0.917  0.14
H: 5.774 1.399 3.795  0.13
F: 4.941 -1.727 -7.858  0.13
F: -3.281 -0.130 2.775  0.13
H: 4.850 0.143 5.693  0.12
H: 0.668 3.795 -0.118  0.12
H: 7.265 -7.072 4.388  0.17
F: -3.285 -0.089 0.069  0.08
C: -6.669 1.494 -2.154  -0.54
O: 6.913 -0.075 5.865  -0.09
H: 5.504 0.724 -0.498  0.14
F: -15.839 2.154 -0.449  0.10
C: -14.025 1.198 -1.613  -0.54
H: -11.064 4.017 -3.051  0.16
F: 0.563 2.692 3.584  0.08
C: -12.348 1.428 -3.387  -0.03
C: -7.207 -1.820 -1.922  -0.44
H: 0.675 2.222 -3.164  0.12
F: 1.074 0.236 4.620  0.13
B: 2.026 -1.327 -1.799  -0.64
C: 5.681 0.443 6.337  -0.20
O: -0.644 1.124 -1.938  -0.11
C: -0.443 1.848 3.914  -0.27
C: -8.104 2.017 -2.076  -0.28
S: 2.481 4.390 1.934  1.06
F: 6.423 -2.689 -9.130  0.10
F: 5.734 -5.028 4.478  0.14
F: 0.591 0.232 2.512  0.15
F: 7.042 -4.076 6.853  0.16
C: -6.074 -0.820 -1.613  -0.04
C: -12.098 4.049 -3.407  -0.30
C: 7.196 -1.385 6.269  -0.11
F: 8.801 -3.727 5.653  0.15
C: 4.346 2.701 2.951  -0.25
F: 7.725 -2.038 4.087  0.14
H: -0.207 3.121 -1.957  0.12
C: 3.444 3.691 3.237  -0.48
H: -6.704 -2.444 -3.946  0.17
C: -2.135 -0.396 0.727  -0.30
N: 4.610 2.172 1.637  0.11
H: -1.568 -1.105 0.115  0.17
F: -1.485 2.115 3.105  0.11
H: 5.330 2.767 1.228  0.15
F: 4.797 -0.279 -5.405  0.11
F: 5.485 -0.122 -3.344  0.09
F: 7.439 -1.248 -4.885  0.15
F: -5.846 2.520 -1.843  0.15
C: 4.012 3.629 5.539  -0.04
C: 5.725 1.984 6.390  -0.08
F: -8.993 1.035 -2.327  0.09
C: 7.470 -6.374 5.207  -0.31
H: 5.425 0.093 7.342  0.12
H: -0.476 -1.809 2.417  0.14
H: -0.758 2.023 4.945  0.18
C: 3.490 2.154 0.734  -0.20
F: 8.781 -6.451 5.490  0.11
C: 3.295 4.142 4.507  -0.11
C: 6.961 -2.400 5.139  -0.42
C: 1.447 3.048 -0.152  -0.05
C: 4.577 0.161 -0.378  -0.07
C: -2.486 -0.986 2.093  -0.43
C: -12.457 2.762 -4.155  -0.44
C: 2.453 1.164 -1.198  -0.10
H: 6.567 -3.887 -7.193  0.15
C: 2.479 3.061 0.740  -0.43
H: -16.125 1.149 -2.153  0.18
F: -6.340 1.100 -3.396  0.15
F: -8.296 2.986 -3.003  0.09
C: 0.065 0.418 3.732  -0.53
F: -12.916 4.276 -2.364  0.10
F: -8.312 -1.471 -1.226  0.13
H: -5.307 -0.813 -2.387  0.15
H: 4.259 -1.571 -3.994  0.16
C: 4.903 2.627 5.278  -0.23
O: 3.030 -2.316 -1.822  0.10
F: -1.433 0.740 0.852  0.10
C: 5.063 2.191 3.995  0.01
H: 3.373 0.088 -2.792  0.08
H: 5.250 2.281 7.323  0.11
C: -7.566 -2.065 -3.390  -0.31
F: -8.555 -2.988 -3.459  0.09
H: 4.499 -0.446 -1.264  0.09
O: -0.894 -0.535 4.019  0.05
C: 6.733 -2.872 -6.832  -0.04
F: 6.480 -0.010 -9.283  0.10
F: -3.232 -2.104 1.854  0.10
H: 0.964 -2.466 -0.769  0.11
C: 1.445 2.104 -1.133  -0.14
H: 3.877 4.013 6.539  0.12
H: 7.808 -2.798 -6.666  0.14
H: 8.073 -0.833 -8.420  0.17
H: -5.579 -1.217 -0.727  0.14
O: 2.686 -1.581 0.832  0.10
O: 6.006 -2.833 -5.607  0.05
C: 2.393 0.143 -2.314  0.01
F: 6.910 0.185 -7.164  0.10
O: -13.547 0.860 -2.863  0.04
O: -6.444 0.501 -1.224  0.05
F: 5.649 -2.391 4.845  0.14
C: 6.264 -1.963 -7.987  -0.44
H: -1.703 -2.294 3.541  0.15
C: 6.310 -1.928 -4.609  -0.53
C: 3.464 1.185 -0.261  -0.07
H: 8.221 -1.450 6.635  0.15
O: 0.806 -1.684 -1.317  0.17
C: -15.414 1.837 -1.694  -0.29



No. 3
Density functional theory data (ωB97M-V/def2-TZVPD) for C5H9NO4 in the gas phase.

Computed properties:
energy above the lowest of the compared OMol25 structures with the same formula, charge and spin = 126.97 kcal per mole
SMILES = O=C(O)[C@H]1CO[C@@H](O)CN1
2S+1 = 1
LUMO energy = 0.3 eV
max |F| = 7.6 eV Å⁻¹

Each line ends with the Löwdin charge.
Element x y z (Å)
H: 1.142 1.753 1.289  0.25
H: 0.955 -2.092 -0.378  0.13
N: -0.573 -0.312 -1.557  -0.02
C: -1.526 -0.514 -0.468  -0.12
O: -0.512 1.293 1.781  -0.10
H: 2.106 -0.999 0.419  0.13
C: -0.927 -0.071 0.864  -0.16
C: 0.789 -0.076 -1.090  -0.23
H: -1.671 -0.422 1.599  0.14
H: -0.358 1.028 2.692  0.07
H: 1.506 -0.244 -1.906  0.16
H: -1.804 -1.576 -0.362  0.14
O: 1.776 1.757 0.281  0.00
O: -0.080 2.058 -0.730  0.06
C: 0.986 1.405 -0.700  -0.46
H: -2.458 0.043 -0.637  0.13
O: 0.185 -0.906 1.119  -0.09
C: 1.081 -1.077 0.032  -0.14
H: -0.618 -1.049 -2.248  0.12



No. 4
Density functional theory data (ωB97M-V/def2-TZVPD) for C2H3NO2 in the gas phase.

Computed properties:
energy above the lowest of the compared OMol25 structures with the same formula, charge and spin = 93.37 kcal per mole
SMILES = C=NOC=O
2S+1 = 1
LUMO energy = 0.3 eV
max |F| = 8.8 eV Å⁻¹

Each line ends with the Löwdin charge.
Element x y z (Å)
H: 2.248 1.010 -0.160  0.13
H: -2.229 -1.160 -0.255  0.07
N: -0.319 -0.559 0.281  0.02
O: 0.294 0.694 0.124  -0.03
C: 1.503 0.238 0.025  -0.50
C: -1.613 -0.289 -0.049  0.06
O: 1.985 -0.794 0.024  0.12
H: -1.869 0.859 0.011  0.12



No. 5
Density functional theory data (ωB97M-V/def2-TZVPD) for C4H7NS in the gas phase.

Computed properties:
energy above the lowest of the compared OMol25 structures with the same formula, charge and spin = 19.46 kcal per mole
SMILES = C[C@@H]1C=NSC1
2S+1 = 1
LUMO energy = 1.0 eV
max |F| = 1.4 eV Å⁻¹

Each line ends with the Löwdin charge.
Element x y z (Å)
C: -1.467 -0.051 -0.247  -0.08
H: 0.727 -1.365 -1.115  0.09
H: 0.728 -1.918 0.612  0.08
H: -0.244 -0.099 1.549  0.15
H: -2.137 0.744 0.020  0.08
C: -0.136 0.025 0.441  -0.41
H: -1.927 -0.988 0.039  0.08
H: 0.072 2.327 0.130  0.11
S: 2.467 -0.246 -0.006  0.83
C: 0.574 1.360 0.123  -0.24
C: 0.866 -1.055 -0.037  -0.46
N: 1.803 1.333 -0.210  -0.29
H: -1.326 -0.067 -1.300  0.07



Number 1: highest occupied orbital energy -8.8376 eV. Number 2: highest occupied orbital energy -8.0435 eV. Number 3: highest occupied orbital energy -9.0658 eV. Number 4: highest occupied orbital energy -10.0514 eV. Number 5: highest occupied orbital energy -8.4328 eV.